# 1
Here is a single C5H10O2 molecule from the Open Molecules 2025 dataset. Energies are from ωB97M-V/def2-TZVPD.

```
17
Properties=species:S:1:pos:R:3:forces:R:3
O -0.175716 2.090416 -1.974566 -0.057 -0.159 -0.207
C -0.432616 1.749217 -0.632298 -0.034 -0.027 0.385
C 0.441227 0.580960 -0.210656 0.057 0.175 0.075
C 0.242963 0.071563 1.220981 -0.024 0.079 0.048
C 0.367719 -1.444287 1.047883 0.022 -0.060 0.004
C -0.298023 -1.632578 -0.309499 -0.072 -0.236 0.114
O 0.131610 -0.519624 -1.081456 0.031 -0.020 -0.074
H -0.196659 1.252981 -2.460569 -0.012 0.186 -0.026
H -1.491258 1.476680 -0.480936 0.153 0.029 -0.029
H -0.220070 2.635633 -0.024265 0.002 -0.126 -0.053
H 1.489489 0.852743 -0.393574 -0.102 -0.043 0.027
H -0.758162 0.330014 1.591009 0.126 -0.024 -0.089
H 0.977562 0.492084 1.913211 -0.110 -0.054 -0.115
H -0.106079 -2.020619 1.847555 0.041 0.097 -0.121
H 1.422579 -1.735283 0.986289 -0.143 0.030 0.020
H -1.394969 -1.634437 -0.205859 0.150 0.026 -0.037
H 0.000404 -2.545462 -0.833251 -0.028 0.127 0.079
```
Forces are in eV/Å.

Results
Total charge = 0
E_tot = -346.97679 Eh
Energy relative to the best compared isomer or geometry (same formula, charge and spin) = 30.52 kcal/mol
Frontier orbital gap = 10.7 eV

Löwdin atomic charge list, values in e, 2 entries: -0.053 -0.227

***

# 2
Here is a single C5H10O2 molecule from the Open Molecules 2025 dataset. Energies are from ωB97M-V/def2-TZVPD.

```
17
Properties=species:S:1:pos:R:3:forces:R:3
C 2.522325 -0.736066 -0.146202 0.069 0.035 -0.039
C 1.110754 -0.815322 0.392132 0.087 -0.259 0.142
O 0.351590 0.222486 -0.194262 0.004 0.119 -0.076
C -1.026510 0.184194 0.104805 -0.152 -0.005 0.109
C -1.489370 1.552153 0.585273 -0.037 0.093 0.017
C -1.793049 -0.240430 -1.142387 -0.418 -0.032 0.030
O -2.996446 -0.314576 -1.193773 0.565 0.027 0.006
H 2.953423 0.247077 0.061494 -0.060 -0.101 -0.015
H 3.158872 -1.494962 0.318377 -0.113 0.065 -0.056
H 2.525856 -0.889012 -1.229436 0.009 0.011 0.141
H 0.660275 -1.794114 0.160116 0.084 0.120 0.006
H 1.102025 -0.703268 1.488023 0.014 -0.025 -0.124
H -1.234658 -0.563674 0.887016 0.013 0.081 -0.141
H -2.577258 1.565756 0.698201 0.165 -0.013 -0.010
H -1.019353 1.788995 1.544469 -0.075 -0.027 -0.150
H -1.196528 2.315813 -0.141984 -0.054 -0.090 0.092
H -1.146261 -0.467553 -2.018038 -0.100 0.002 0.069
```
Forces are in eV/Å.

Results
Total charge = 0
E_tot = -346.96375 Eh
Energy relative to the best compared isomer or geometry (same formula, charge and spin) = 38.71 kcal/mol
Frontier orbital gap = 10.6 eV

Löwdin atomic charge list, values in e, 2 entries: -0.074 -0.283

***

# 3
Here is a single C5H10O2 molecule from the Open Molecules 2025 dataset. Energies are from ωB97M-V/def2-TZVPD.

```
17
Properties=species:S:1:pos:R:3:forces:R:3
C 2.181399 -0.085508 0.753356 0.263 0.062 0.112
O 0.984969 -0.740716 0.390161 -0.130 -0.031 -0.016
C 0.548979 -0.439992 -0.932829 -0.068 0.034 -0.159
C -0.863242 0.106254 -0.951434 0.063 0.012 -0.077
C -1.953576 -0.524110 -0.111051 -0.115 -0.119 0.081
C -1.456155 0.853716 0.213970 -0.250 0.139 -0.254
O -0.743991 1.117333 1.381217 0.090 -0.147 0.077
H 3.045875 -0.524707 0.239585 -0.075 0.070 0.036
H 2.304725 -0.219069 1.831275 0.041 0.017 -0.145
H 2.132184 0.989766 0.529993 -0.001 -0.171 0.064
H 1.228808 0.293634 -1.389047 -0.102 -0.113 0.077
H 0.602493 -1.362136 -1.526853 0.008 0.122 0.037
H -1.158845 0.449747 -1.942671 0.054 -0.051 0.170
H -2.943796 -0.651419 -0.541016 0.172 0.039 0.071
H -1.652771 -1.315066 0.573236 0.016 0.136 -0.106
H -2.108721 1.690961 -0.014934 0.075 -0.129 -0.007
H -0.148342 0.361316 1.497049 -0.041 0.129 0.041
```
Forces are in eV/Å.

Results
Total charge = 0
E_tot = -346.92735 Eh
Energy relative to the best compared isomer or geometry (same formula, charge and spin) = 61.55 kcal/mol
Frontier orbital gap = 10.1 eV

Löwdin atomic charge list, values in e, 2 entries: -0.106 -0.220

***

# 4
Here is a single C5H10O2 molecule from the Open Molecules 2025 dataset. Energies are from ωB97M-V/def2-TZVPD.

```
17
Properties=species:S:1:pos:R:3:forces:R:3
C 2.433839 -0.725638 1.760481 0.129 -0.096 0.029
C 1.839257 -0.032230 0.581857 -0.120 -0.080 -0.072
C 1.208568 -0.625234 -0.426620 0.099 0.008 0.312
O 0.294413 0.081465 -1.184418 -0.242 0.056 0.114
O -0.383493 0.888070 -0.165689 -0.036 0.147 0.113
C -1.696962 1.250754 -0.523296 -0.210 0.124 -0.105
C -2.649526 0.118533 -0.847565 -0.001 -0.083 -0.043
H 3.428608 -0.353119 2.019406 -0.050 -0.080 -0.057
H 1.777828 -0.516574 2.617510 0.202 -0.101 -0.078
H 2.465159 -1.810943 1.630945 0.089 0.115 -0.016
H 1.721381 1.045131 0.656143 0.017 -0.144 0.080
H 1.243863 -1.691217 -0.653309 -0.100 0.203 0.018
H -1.692704 2.011550 -1.313180 0.027 -0.100 -0.023
H -2.015631 1.731837 0.411904 0.055 0.047 -0.223
H -2.621994 -0.654590 -0.073859 0.036 0.097 -0.096
H -3.664476 0.531404 -0.882353 0.135 -0.127 -0.067
H -2.420764 -0.334299 -1.814425 -0.032 0.015 0.114
```
Forces are in eV/Å.

Results
Total charge = 0
E_tot = -346.84549 Eh
Energy relative to the best compared isomer or geometry (same formula, charge and spin) = 112.91 kcal/mol
Frontier orbital gap = 9.8 eV

Löwdin atomic charge list, values in e, 2 entries: -0.102 -0.143

***

# 5
Here is a single C5H10O2 molecule from the Open Molecules 2025 dataset. Energies are from ωB97M-V/def2-TZVPD.

```
17
Properties=species:S:1:pos:R:3:forces:R:3
C 2.028462 -0.950418 -0.422943 0.012 -0.001 -0.076
C 1.315724 -0.420900 0.811975 0.176 -0.169 0.032
O 0.411544 0.625865 0.500222 -0.018 0.090 0.037
C -0.913875 0.238604 0.230035 -0.202 -0.037 0.039
C -1.780401 1.484056 0.387208 -0.075 0.049 -0.022
C -1.090055 -0.295074 -1.188458 -0.282 -0.132 -0.060
O -1.949653 -1.082245 -1.502449 0.425 0.324 0.140
H 2.764523 -1.712629 -0.148502 -0.093 0.083 -0.011
H 1.328816 -1.397771 -1.135840 0.079 -0.012 0.111
H 2.547801 -0.132696 -0.930487 -0.037 -0.094 0.060
H 0.791560 -1.233749 1.340208 0.068 0.175 -0.082
H 2.043909 0.015856 1.504698 -0.109 -0.110 -0.090
H -1.249845 -0.542866 0.928909 0.062 0.073 -0.102
H -2.832715 1.250915 0.205115 0.132 0.006 0.006
H -1.669140 1.880430 1.399888 -0.001 -0.084 -0.129
H -1.458923 2.257992 -0.316944 -0.042 -0.097 0.061
H -0.391430 0.141343 -1.938179 -0.097 -0.064 0.088
```
Forces are in eV/Å.

Results
Total charge = 0
E_tot = -346.96341 Eh
Energy relative to the best compared isomer or geometry (same formula, charge and spin) = 38.92 kcal/mol
Frontier orbital gap = 10.6 eV

Löwdin atomic charge list, values in e, 2 entries: -0.074 -0.257

***

# 6
Here is a single C5H10O2 molecule from the Open Molecules 2025 dataset. Energies are from ωB97M-V/def2-TZVPD.

```
17
Properties=species:S:1:pos:R:3:forces:R:3
C 2.293081 -0.379538 0.772051 0.280 -0.046 0.060
O 0.911821 -0.231698 0.564815 0.002 -0.004 0.017
C 0.572368 -0.165932 -0.806771 -0.012 0.110 -0.169
C -0.907060 0.077623 -0.945943 0.092 0.154 -0.085
C -1.902247 -0.624166 -0.067784 -0.142 0.177 0.312
C -1.651278 0.885803 0.090999 -0.565 -0.473 -0.088
O -1.067377 1.472947 1.216676 0.152 -0.121 -0.061
H 2.657455 -1.319537 0.333601 -0.019 0.116 0.063
H 2.455748 -0.394855 1.851685 0.045 -0.017 -0.155
H 2.851174 0.458532 0.328733 -0.045 -0.123 0.074
H 1.099040 0.673720 -1.285944 0.126 -0.096 0.082
H 0.897303 -1.096354 -1.306612 -0.187 0.177 0.051
H -1.200265 0.203760 -1.987111 0.049 0.119 0.165
H -2.820898 -0.968660 -0.548365 0.193 0.258 0.262
H -1.531109 -1.294418 0.705218 0.069 0.259 -0.101
H -2.468723 1.538031 -0.209954 0.187 -0.253 -0.335
H -0.149372 1.176876 1.299995 -0.224 -0.236 -0.089
```
Forces are in eV/Å.

Results
Total charge = 0
E_tot = -346.92848 Eh
Energy relative to the best compared isomer or geometry (same formula, charge and spin) = 60.84 kcal/mol
Frontier orbital gap = 10.0 eV

Löwdin atomic charge list, values in e, 2 entries: -0.098 -0.221